Formula: C22H45AuN2P3Se
Source: the Open Molecules 2025 dataset
Level of theory: ωB97M-V/def2-TZVPD

Computed properties:
**Molar mass**: 706.5 g mol⁻¹
**Energy above the lowest of the compared OMol25 structures with the same formula, charge and spin**: 0.00 kcal/mol

```
! wB97M-V def2-TZVPD RIJCOSX def2/J DEFGRID3
* xyz 3 3
Au -0.077 0.097 0.170
Se -0.508 2.245 -1.466
P 1.048 -1.389 -1.585
P 2.010 1.359 0.434
P -2.321 -0.436 -0.571
N 0.031 -1.413 1.784
N -0.192 -2.714 1.526
C -3.694 7.408 1.964
C -1.947 4.565 -1.828
C 2.838 1.890 -1.106
C -1.678 3.970 0.568
C -2.527 -0.338 -2.384
C 0.447 -2.628 3.582
C -2.878 5.936 -0.123
C 0.437 -1.328 3.063
C 3.316 0.513 1.368
C 0.882 -0.096 3.757
C -0.205 -4.956 2.602
C -2.462 5.076 0.907
C -2.909 -2.119 -0.206
C 0.002 -3.492 2.600
C 0.278 -2.985 -2.083
C -3.557 0.729 0.094
C 1.343 -0.656 -3.251
C -3.794 6.906 3.190
C -1.466 3.718 -0.803
C 1.710 2.910 1.352
C 2.721 -1.998 -1.137
C -2.644 5.706 -1.483
H 0.432 -3.750 -1.301
H -3.967 -2.209 -0.482
H 2.650 3.419 1.593
H -1.793 -0.973 -2.893
H -4.577 7.383 1.300
H 0.439 -0.056 4.761
H -0.791 1.618 0.502
H -2.797 -2.325 0.865
H -2.730 5.281 1.960
H -2.788 7.902 1.581
H 3.338 -0.546 1.084
H -3.381 1.746 -0.283
H 2.184 2.563 -1.675
H 1.943 0.263 -3.192
H -4.579 0.417 -0.170
H -3.535 -0.680 -2.655
H -3.036 7.098 3.945
H -4.729 6.434 3.479
H 0.787 -2.899 4.556
H 0.764 -5.445 2.796
H -2.326 -2.856 -0.773
H 1.187 2.721 2.295
H 3.021 -2.746 -1.897
H 3.455 -1.175 -1.111
H 0.384 -0.414 -3.734
H 1.959 -0.136 3.924
H 1.881 -1.406 -3.861
H -1.750 4.342 -2.866
H 3.138 0.602 2.444
H 2.666 -2.484 -0.149
H 0.643 0.833 3.238
H -0.476 -3.005 0.602
H 3.763 2.413 -0.841
H -0.800 -2.874 -2.285
H 1.087 3.598 0.777
H -3.010 6.425 -2.222
H -1.242 3.350 1.345
H 3.091 1.021 -1.720
H -0.884 -5.204 3.433
H -3.399 6.859 0.067
H -3.477 0.763 1.189
H -0.629 -5.336 1.664
H 0.792 -3.325 -3.004
H -2.392 0.695 -2.727
H 4.278 0.974 1.112
*
```



Formula: C22H45CoF3N6Sb
Source: the Open Molecules 2025 dataset
Level of theory: ωB97M-V/def2-TZVPD

Computed properties:
**Molar mass**: 631.3 g mol⁻¹
**Electronic energy**: -3116.2254 a.u.

```
! wB97M-V def2-TZVPD RIJCOSX def2/J DEFGRID3
* xyz 1 4
Sb -0.040 1.837 0.046
Co 0.214 -0.804 0.559
F -1.322 -0.342 2.911
F 0.778 0.032 3.326
F 0.044 -2.005 3.220
N -3.367 -2.197 0.733
N -1.170 -2.038 -0.250
N 3.667 -1.494 0.472
N 1.528 -2.230 -0.170
N -3.093 -1.077 -1.140
N 3.556 -3.224 -0.941
C 0.613 3.024 1.732
C 2.135 2.969 1.834
C 4.983 -2.945 -0.762
C -2.122 2.391 -0.149
C 3.215 -0.817 1.666
C 2.826 -2.312 -0.228
C 1.105 4.145 -1.752
C 3.133 -3.661 -2.270
C -2.385 3.751 -0.790
C -2.780 2.236 1.222
C 0.096 4.459 1.744
C 0.990 2.626 -1.681
C -0.599 -3.349 0.083
C -2.451 -0.603 -2.344
C -4.720 -1.858 0.304
C -3.075 -2.987 1.913
C -0.046 -0.785 2.594
C -4.456 -0.763 -0.734
C -2.467 -1.807 -0.190
C 0.343 2.033 -2.932
C 0.740 -3.386 -0.624
C 4.996 -2.100 0.498
H -3.038 -4.057 1.698
H 5.113 -2.719 1.394
H 0.408 5.022 0.864
H 5.363 -2.384 -1.621
H 5.775 -1.340 0.494
H 1.649 4.555 -0.902
H -5.216 -2.726 -0.140
H -3.856 2.416 1.136
H 0.128 4.628 -1.795
H -5.313 -1.505 1.145
H -2.534 1.626 -0.807
H 4.015 -3.735 -2.902
H -2.631 1.238 1.641
H -3.462 3.938 -0.816
H -3.858 -2.807 2.647
H -2.133 -2.665 2.346
H -1.926 4.570 -0.239
H 4.030 -0.200 2.042
H -4.514 0.234 -0.288
H 2.646 -4.635 -2.249
H -1.797 -1.383 -2.732
H 0.552 -3.352 -1.699
H 0.908 2.326 -3.820
H -0.989 4.510 1.814
H 1.650 4.429 -2.657
H -1.229 -4.161 -0.288
H 5.554 -3.866 -0.663
H -2.392 2.952 1.948
H 1.264 -4.315 -0.388
H -2.023 3.790 -1.818
H 2.623 3.374 0.945
H 2.457 -2.934 -2.721
H 0.191 2.484 2.584
H -3.220 -0.378 -3.081
H 2.463 3.569 2.687
H 1.992 2.200 -1.576
H 2.492 1.954 1.996
H -5.139 -0.814 -1.579
H 0.318 0.941 -2.900
H 2.895 -1.510 2.449
H -0.680 2.394 -3.065
H -1.845 0.290 -2.187
H 2.386 -0.151 1.431
H 0.499 4.976 2.619
H -0.444 -3.499 1.156
*
```



Formula: C22H45EuN2OP3Se
Source: the Open Molecules 2025 dataset
Level of theory: ωB97M-V/def2-TZVPD

Computed properties:
**Molar mass**: 677.5 g mol⁻¹
**Energy above the lowest of the compared OMol25 structures with the same formula, charge and spin**: 17.65 kcal/mol

```
! wB97M-V def2-TZVPD RIJCOSX def2/J DEFGRID3
* xyz 3 7
Eu -0.546 0.642 0.041
Se -0.874 0.567 2.855
P 1.677 2.180 0.971
P -1.596 -2.157 0.490
P -1.643 0.437 -2.488
O 2.286 0.021 -2.587
N -3.462 1.750 3.384
N -3.359 -0.283 4.126
C 2.481 -2.429 2.594
C 3.452 -0.128 -4.848
C 4.534 0.610 -2.797
C 3.364 0.250 -3.469
C -0.983 -3.364 1.745
C 1.351 3.973 1.118
C 2.845 2.128 -0.424
C -2.860 -1.530 4.672
C 2.900 -2.797 1.367
C 5.862 -0.297 -4.606
C -1.430 -3.210 -0.999
C 5.771 0.252 -3.324
C -4.755 1.388 3.759
C -2.619 0.674 3.483
C -3.401 0.146 -2.880
C -3.030 3.078 3.004
C -4.686 0.113 4.222
C -0.653 -0.535 -3.601
C -3.421 -2.405 0.765
C 4.711 -0.456 -5.381
C -1.470 2.229 -2.943
C 2.772 1.777 2.364
H 3.698 2.364 2.301
H 6.833 -0.637 -4.968
H -2.956 -2.304 3.908
H -1.895 2.353 -3.955
H -3.654 -3.485 0.669
H -5.454 -0.554 4.582
H 4.839 -0.827 -6.404
H -4.055 0.635 -2.132
H -1.257 -4.378 1.414
H -3.626 -0.933 -2.865
H -5.601 2.053 3.652
H 1.734 -2.999 3.179
H 2.549 -3.714 0.849
H 1.421 0.403 -2.899
H 2.883 -1.540 3.113
H 2.255 1.977 3.309
H -3.969 -1.835 -0.008
H -3.297 3.273 1.958
H 4.488 1.014 -1.790
H 3.655 -2.209 0.809
H 2.583 -0.245 -5.487
H -1.029 -1.544 -3.739
H -3.717 -2.050 1.770
H -0.419 2.579 -2.939
H -3.580 0.570 -3.881
H -3.488 3.842 3.652
H -0.494 -0.064 -4.569
H -3.460 -1.826 5.542
H -1.939 3.130 3.113
H -1.809 -1.423 4.965
H 0.841 4.169 2.071
H 0.323 -0.735 -3.148
H 6.668 0.420 -2.719
H -0.365 -3.297 -1.243
H 2.336 2.349 -1.372
H 0.110 -3.286 1.829
H -1.828 -4.202 -0.748
H 3.197 1.093 -0.494
H 3.016 0.706 2.339
H -1.974 -2.795 -1.857
H 3.688 2.815 -0.286
H -1.439 -3.176 2.728
H 0.688 4.294 0.299
H 2.303 4.518 1.064
H -2.021 2.877 -2.226
*
```